11
Properties=species:S:1:pos:R:3 method="wB97M-V/def2-TZVPD" total_charge=+1 spin_multiplicity=1 energy_ev=-9319.482 fmax_ha_per_bohr=0.1028
C -0.104 1.395 -0.371
C 0.598 0.129 -0.307
C 0.076 -1.134 0.135
O 1.906 0.654 -0.555
O -1.168 -0.824 0.671
O 1.077 1.229 0.440
H 0.010 2.040 -1.196
H -1.185 1.311 0.175
H 0.704 -1.545 0.876
H 0.064 -1.802 -0.649
H -1.977 -1.453 0.781